(1)
7
Properties=species:S:1:pos:R:3:forces:R:3 method="wB97M-V/def2-TZVPD" smiles="N=P(O)(Cl)Cl" orbital_gap_ha=0.30025 e_above_lowest_ev=3.080
N 0.69564 -0.03326 1.55456 -2.0642 0.6159 -3.6071
P -0.27605 0.17338 -0.29432 1.5303 -0.2919 3.5090
O 0.79742 -0.58347 -1.23925 -1.7231 1.2309 0.4170
Cl -2.03926 -0.87532 -0.56319 0.7635 0.6498 0.0579
Cl -0.55324 1.91189 -1.28922 -0.0796 -0.4555 0.2815
H 0.20507 0.47187 2.34451 -0.0702 -0.3789 -1.3792
H 1.17042 -1.06511 -0.51308 1.6433 -1.3703 0.7210

=====

(2)
53
Properties=species:S:1:pos:R:3:forces:R:3 method="wB97M-V/def2-TZVPD" charge=-1 spin_multiplicity=5 orbital_gap_ha="0.07283 / 0.28132" s_squared=6.00
V -0.10910 0.17731 0.34354 0.0478 0.2663 1.3184
C -2.74133 0.64453 2.59728 1.5842 0.8094 -0.0823
O -1.51152 0.84932 1.92332 -0.7225 -0.6475 -0.5328
H -3.39553 1.51582 2.56570 -0.1661 0.5863 -0.2632
H -3.42196 -0.16749 2.34142 0.2098 -0.7584 -0.6666
H -2.54780 0.52079 3.66280 0.0455 -0.2364 0.5002
O 1.35471 -0.55205 -0.96272 -0.0139 0.2125 -0.3828
H 2.24820 -0.31572 -1.27952 -0.5334 -0.1373 0.8266
C -2.94087 -2.39905 -0.62977 -0.6064 0.3112 0.9790
C -3.00726 -0.95788 -1.10838 -0.1684 -0.7127 0.4980
O -1.67490 -0.38912 -1.17198 -1.7279 -0.1526 -0.4234
H -2.78107 -2.37504 0.44818 0.3561 -0.1048 0.0524
H -2.19656 -3.05944 -1.07473 -0.0497 0.3245 -0.3211
H -3.94157 -2.81995 -0.72744 -0.0308 -0.2600 -0.2558
H -3.70085 -0.40461 -0.47520 0.6008 0.2923 0.7594
H -3.60545 -0.91589 -2.01860 0.9701 0.1035 -0.9033
H -1.65621 -0.02694 -2.06085 1.0713 0.3523 -0.2218
C 1.10831 4.29227 -1.25596 -0.4292 0.7882 0.2253
C 1.22501 2.85371 -0.79104 0.0462 1.0874 -1.0994
O -0.07668 2.30002 -0.36983 2.1250 0.0675 -0.6691
H 0.48115 4.45994 -2.13155 0.1521 -0.4404 -0.2898
H 2.11746 4.65811 -1.44533 0.0374 -0.0145 -0.2352
H 0.69332 4.99956 -0.53789 -0.0033 -0.1454 0.5772
H 2.08237 2.83484 -0.11822 -0.6977 -0.5462 1.1319
H 1.68083 2.39534 -1.66867 -0.9345 -1.0996 0.0144
H -0.51070 3.02601 0.08422 -0.2847 -0.2509 0.4081
C -0.57193 -4.13306 2.17674 0.7996 1.2045 -0.3315
C 0.24820 -2.79605 2.18155 0.2753 -2.0103 2.3267
O -0.06721 -1.98848 1.13296 -0.8125 1.5523 -1.3185
H -1.62889 -3.87244 2.12201 -0.0387 -0.2426 0.1232
H -0.34189 -4.76533 3.03430 -0.1069 0.1741 0.1206
H -0.28334 -4.69042 1.28557 -0.1534 -0.1063 -0.1269
H 1.30946 -2.99769 2.32704 0.4703 -0.3241 -0.9705
H 0.12515 -2.26882 3.12759 -0.9697 0.4088 -0.1761
H 0.09267 -2.36820 0.26587 0.5514 -0.4088 -0.1471
C 0.99835 0.60868 -5.50787 -1.4863 0.8547 -0.6125
C 1.35994 0.14896 -4.15151 1.0339 0.0018 1.0202
O 0.35157 0.36338 -3.18039 -0.9823 0.3931 -2.3738
H 0.96155 1.69675 -5.45437 0.1541 0.1703 -0.4381
H -0.02906 0.33067 -5.74289 -0.1376 -0.2996 -0.0710
H 1.61622 0.27505 -6.34156 0.3015 0.0088 0.3248
H 2.19656 0.77154 -3.83443 0.5666 -0.1165 0.0199
H 1.73101 -0.87591 -4.15832 -0.2243 -0.3361 0.1356
H 0.77126 0.09825 -2.35871 0.2824 -0.7661 1.8295
C 2.13763 0.24127 4.04482 0.6388 -0.0073 -0.7635
C 1.77180 1.19097 2.91988 -0.4810 0.0958 0.6864
O 1.59111 0.44940 1.73668 -1.0482 -0.0686 -0.4860
H 1.32191 -0.47551 4.13924 0.0702 0.0513 0.4125
H 2.43516 0.72889 4.97315 -0.3537 0.0526 0.0840
H 3.01941 -0.28280 3.67613 0.1756 -0.3862 0.2620
H 2.53834 1.93347 2.69807 -0.0189 0.2897 0.4445
H 0.80181 1.62058 3.17016 0.0720 0.4007 -0.4060
H 2.37123 -0.08756 1.57952 0.5438 -0.2808 -0.5130

=====

(3)
54
Properties=species:S:1:pos:R:3:forces:R:3 method="wB97M-V/def2-TZVPD" orbital_gap_ha=0.33316 e_above_lowest_ev=18.781
C 13.54288 13.34109 5.42132 0.2502 -2.1322 2.1086
O 14.16938 14.23084 4.63037 -10.5155 -4.3352 11.7248
H 14.30169 13.10297 6.16671 -0.1839 -0.8032 0.6083
H 12.69394 13.70477 6.00023 -0.1383 0.4689 -0.5293
H 13.28126 12.42042 4.89975 -0.3883 -0.1044 0.0672
H 14.93764 13.81254 4.23490 2.0722 -2.1526 2.5675
C 15.89430 18.07190 2.09473 0.1648 -0.1889 -1.5327
O 16.93525 17.25782 1.52029 -0.5560 0.5720 -1.3446
H 16.02945 17.98863 3.17311 -0.3690 0.2105 -1.1643
H 16.00082 19.07884 1.69120 0.2583 0.4315 0.5256
H 14.91632 17.76416 1.72466 -0.0311 -0.3530 0.2780
H 16.77826 17.29430 0.57391 0.2192 -0.2513 -0.1569
C 20.13964 15.19131 2.15464 -1.2718 -0.4844 -0.1271
O 19.14702 14.55293 3.03078 6.0256 0.7272 -3.0720
H 20.98654 14.53705 1.94773 0.1676 -0.1113 0.8508
H 19.76148 15.31972 1.14044 -0.6144 0.1290 -0.1000
H 20.44546 16.19229 2.45899 0.1399 -0.1402 0.4781
H 18.42834 15.17184 3.17925 -0.3335 1.3047 -0.5413
C 16.98452 15.75371 4.68988 -1.0925 -1.6794 0.0752
O 17.54849 16.11390 3.45648 -0.7818 1.9063 1.8380
H 16.43370 16.56301 5.16918 0.6834 -0.3985 0.3653
H 16.23133 15.03377 4.36972 0.6368 0.8768 1.3747
H 17.67918 15.17735 5.30090 0.0524 0.8223 0.2722
H 16.77638 16.27255 2.90849 -0.0679 -0.1929 -0.8310
C 15.10329 12.56124 3.05874 1.3762 -1.8332 -0.7849
O 15.90432 13.24634 4.04070 -3.3065 -0.4586 -2.8875
H 14.49558 13.29706 2.53209 0.1503 -0.4164 -0.2684
H 15.78507 11.97969 2.43820 -0.0073 0.6047 -0.7034
H 14.53753 11.72357 3.46654 -0.5014 0.4247 0.4996
H 16.76214 12.82016 4.10488 -2.8189 1.1503 1.9803
C 13.48535 16.35350 3.32826 1.2249 -1.7003 0.7655
O 14.68947 15.53334 3.43594 1.6084 10.7328 -8.7220
H 12.63270 15.77900 3.69025 -0.1885 -0.2107 -0.0346
H 13.53561 17.22119 3.98605 0.2723 0.1041 0.0832
H 13.24397 16.71854 2.32997 0.3001 -0.2753 -0.1776
H 14.57358 14.68000 3.86018 -0.6690 4.7299 -5.4754
C 20.19465 14.58079 5.74149 0.1879 0.1460 -0.3189
O 21.03270 15.27446 6.66642 -0.3589 -0.0738 0.0086
H 19.71548 13.73338 6.23179 0.1745 -0.1216 0.1540
H 19.39245 15.16753 5.29394 0.4999 0.2965 0.4165
H 20.77321 14.24462 4.88105 0.1287 -0.2141 0.1433
H 20.89565 16.21842 6.55802 0.0060 -0.0376 -0.0404
C 15.08646 19.64518 4.41880 -1.1551 0.6356 0.6626
O 16.07247 18.72101 4.61446 2.5446 -0.2834 1.3883
H 14.82247 20.10154 5.37282 -0.4423 0.1440 -0.0072
H 15.46881 20.44649 3.78649 0.0073 -0.2013 -0.1460
H 14.22985 19.15055 3.96093 -0.3663 0.4828 -0.1180
H 15.91651 17.98796 5.21439 -0.7374 0.5852 0.2400
C 18.03721 12.80993 3.44438 4.2853 -0.1467 -1.8177
O 17.34974 11.83703 4.20632 3.3831 -6.1152 0.7801
H 17.66051 13.81379 3.64048 0.5047 -1.4179 0.5040
H 19.09937 12.75493 3.68289 -0.5104 -0.3137 -0.0200
H 17.88284 12.69467 2.37155 0.0445 -0.4182 0.0112
H 17.98708 11.18669 4.51036 0.0366 0.0798 0.1494

=====

(4)
10
Properties=species:S:1:pos:R:3:forces:R:3 method="wB97M-V/def2-TZVPD" smiles=N#Cc1ncc[nH]1 orbital_gap_ha=0.35923 e_above_lowest_ev=3.729
N -2.10128 -0.03214 -1.64982 -0.9552 2.0993 -2.1278
C -1.34623 0.86707 -1.71421 0.8027 -1.1525 1.5445
C -0.20180 0.75436 -0.69016 -0.0012 -1.0227 0.8518
N 0.69124 1.39622 -0.02852 -0.2397 -1.5995 1.1873
C 1.11616 0.38799 1.08918 -0.9488 1.6651 -2.1247
C 0.40890 -0.76316 1.00644 -1.1015 1.1237 -2.9459
N -0.45358 -0.55659 -0.23370 2.7052 -1.1346 2.9514
H 1.91719 0.82669 1.67893 -0.4973 -0.5800 0.2922
H 0.18699 -1.70268 1.55032 0.8323 0.9935 -0.2753
H -0.21925 -1.17866 -1.01463 -0.5965 -0.3923 0.6465

=====

(5)
51
Properties=species:S:1:pos:R:3:forces:R:3 method="wB97M-V/def2-TZVPD" smiles=C1CCOC1.C1CCOC1.C1CCOC1.O.O.O.O orbital_gap_ha=0.35018
C 29.23807 -37.58350 27.39624 -0.0275 -0.1805 -0.7593
C 29.02427 -36.17278 26.83391 -0.3797 -0.2833 -0.1408
C 28.74894 -35.34928 28.10128 0.2519 0.1348 -1.4518
O 28.13883 -36.23762 29.00211 0.0345 0.1769 0.6106
C 28.34638 -37.59639 28.63090 0.6214 -0.0028 0.3171
H 30.29916 -37.76352 27.57729 -0.0617 0.1252 0.5189
H 28.95801 -38.37777 26.69810 -0.1356 0.1440 -0.0499
H 28.14574 -36.14958 26.18905 -0.0910 -0.0308 0.1021
H 29.85270 -35.82530 26.21570 0.1021 0.0987 0.2194
H 28.05599 -34.53780 27.87802 -0.0853 0.0257 0.1333
H 29.69372 -34.88760 28.41469 -0.0666 -0.2858 0.6876
H 27.36961 -38.05649 28.47331 0.0023 -0.0319 -0.1984
H 28.84036 -38.12216 29.45308 -0.1331 0.0218 0.0752
C 28.32508 -38.18225 22.26232 -0.5063 1.7835 2.0792
C 27.48924 -37.22561 21.40278 0.5309 -0.0658 -1.4120
C 27.01507 -36.09623 22.33078 0.1403 -1.7470 -0.0623
O 28.16031 -35.94677 23.16373 -0.7089 1.1574 0.6924
C 28.66906 -37.20637 23.49097 0.8062 -1.6114 -1.6428
H 29.29928 -38.52403 21.93395 -0.3452 -0.3294 -0.7696
H 27.69497 -38.95309 22.69747 0.1737 -0.4229 -0.4533
H 26.72110 -37.74082 20.82095 -0.2115 0.1011 0.3029
H 28.13672 -36.76314 20.65030 0.0314 -0.0067 0.0311
H 26.14591 -36.44436 22.90332 0.0164 0.2530 0.1484
H 26.76658 -35.16985 21.82583 0.2066 0.1490 0.0477
H 28.30621 -37.71888 24.38427 -0.1536 0.7648 0.3743
H 29.75229 -37.10134 23.48964 0.0192 0.0618 0.6337
C 29.43605 -39.43401 18.56154 0.1809 0.1051 0.8073
C 30.72052 -40.25114 18.71068 0.9073 -0.1131 0.0595
C 31.85698 -39.24357 18.34326 -0.4824 -1.0231 -0.2854
O 31.26471 -37.97181 18.37400 0.3877 0.8504 0.4778
C 29.90645 -38.06621 18.04812 -0.6036 -0.8527 -1.2496
H 29.05723 -39.30796 19.57736 -0.4396 -0.0110 -0.1771
H 28.70167 -39.93957 17.94058 -0.1374 0.2373 -0.0459
H 30.79759 -41.13115 18.07099 -0.2244 0.1170 -0.1499
H 30.79191 -40.63559 19.72858 0.2109 0.1633 0.0345
H 32.21909 -39.51237 17.34098 -0.1207 0.3104 -0.1359
H 32.74178 -39.25894 18.97713 -0.2103 0.1058 0.3063
H 29.76596 -38.05393 16.95495 0.2168 0.0672 -0.0239
H 29.33014 -37.21904 18.41369 0.2852 0.0509 0.4019
O 27.17867 -34.06004 25.15830 0.1706 0.0488 -0.2793
H 27.67267 -34.50392 24.44543 -0.0619 -0.1117 0.1273
H 27.72647 -33.30969 25.41141 -0.1519 -0.0211 0.0326
O 27.63448 -41.07223 25.24059 -0.0453 0.1366 -0.0381
H 27.24310 -40.58136 24.50726 -0.0849 -0.0516 0.0677
H 26.96637 -41.04154 25.93451 0.0462 -0.0171 -0.0821
O 24.66495 -35.68936 25.19442 0.1577 0.0125 -0.1345
H 25.39274 -35.04619 25.20626 -0.0676 -0.0610 0.0939
H 25.09831 -36.54889 25.21477 -0.0260 0.0826 0.0914
O 25.40587 -40.14214 22.84497 0.0475 -0.0862 -0.1137
H 25.60978 -40.92685 22.32140 -0.0458 0.0740 0.0771
H 24.73036 -39.67772 22.33706 0.0601 -0.0126 0.1043

=====

(6)
12
Properties=species:S:1:pos:R:3:forces:R:3 method="wB97M-V/def2-TZVPD" smiles="CC(=O)CC=O" orbital_gap_ha=0.38527 e_above_lowest_ev=2.299
C -0.99591 -0.74338 -0.75156 -0.1213 0.1370 -0.2656
C -0.36486 0.65856 -0.61315 -0.9170 0.3234 0.0225
O -0.45137 1.49233 -1.47493 0.1181 -0.2609 0.6389
C 0.18551 0.78206 0.82743 1.0976 0.7492 0.1358
C 1.25757 -0.20515 0.68236 0.1317 -1.3153 -0.6620
O 1.66607 -0.28660 -0.46204 0.9505 -0.9623 0.7811
H -0.63705 -1.51340 -0.05298 -0.0652 0.4722 -0.1586
H -2.06980 -0.61812 -0.58971 -0.0076 -0.0376 -0.1384
H -0.81870 -1.10189 -1.76389 -0.1525 0.0548 -0.0170
H -0.60646 0.85297 1.59289 0.7783 -0.4009 -0.0906
H 1.12957 1.40873 1.07428 -2.0698 1.3579 -0.3926
H 1.70544 -0.72612 1.53131 0.2572 -0.1173 0.1465

=====

(7)
15
Properties=species:S:1:pos:R:3:forces:R:3 method="wB97M-V/def2-TZVPD" orbital_gap_ha=0.35135 e_above_lowest_ev=4.446
C -2.12036 -0.08938 -0.46200 -6.1767 -1.7477 2.0790
C -0.63213 0.00617 -0.59379 -0.6281 0.4057 -1.2908
C 0.24548 1.20985 -0.05684 -2.2158 -1.3337 1.0215
C 1.49697 0.76828 -0.64773 1.8476 3.4631 -1.6445
C 0.01255 -0.70310 0.63615 -2.4265 -2.4030 0.0564
C -0.07066 0.63225 1.36147 -2.8215 2.1171 -1.2545
H -0.22615 -0.08503 -1.66557 -1.5252 -1.1175 1.4908
H -0.18270 2.12202 -0.28259 -0.0554 2.2956 -0.5847
H 1.23622 0.65312 -1.72894 1.4989 1.0580 0.4142
H 2.29900 1.49893 -0.33065 -0.4451 -0.9662 -1.0467
H -0.61005 -1.65634 1.00930 2.1529 1.8765 -0.7303
H 0.41624 0.78606 2.33346 -0.0288 0.3055 -0.6170
H -1.23391 1.25448 1.18497 2.8053 -2.6360 2.1587
N -3.27753 -0.39010 -0.14943 7.5554 2.1692 -2.3096
S 1.72830 -0.79919 -0.05610 0.4630 -3.4865 2.2573

=====

(8)
11
Properties=species:S:1:pos:R:3:forces:R:3 method="wB97M-V/def2-TZVPD" smiles=CC#CCS orbital_gap_ha=0.37216 e_above_lowest_ev=2.404
C 2.11741 -0.53158 0.09529 4.3065 -0.3742 0.4065
C 1.06098 0.21635 -0.56329 -3.2967 0.3176 1.8082
C -0.12361 0.49633 -0.34671 1.9977 -0.2053 0.2574
C -1.45516 0.81118 0.17990 -1.0734 -1.2724 0.5372
S -2.74770 -0.53264 -0.04510 0.3755 -0.1096 0.9398
H 1.80601 -1.45979 0.50482 -1.0391 -0.8567 0.1784
H 3.04048 -0.86887 -0.47285 -1.1867 0.7397 -0.1343
H 2.65238 -0.08162 1.00500 -1.2310 0.3015 -1.2609
H -1.91518 1.62386 -0.32637 -0.0529 1.0816 -0.0850
H -1.59967 0.91256 1.32229 1.0488 0.2174 -1.8282
H -2.83595 -0.58576 -1.35299 0.1514 0.1605 -0.8191